# 1
17
Properties=species:S:1:pos:R:3 method="wB97M-V/def2-TZVPD" multiplicity=1 e_homo_ev=-8.99 e_lumo_ev=1.1 e_tot_ha=-251.77805
C 0.900 -1.278 -0.285
C -0.126 -0.436 -0.229
C -0.067 1.041 -0.606
C 1.280 1.534 -1.254
N -1.386 -0.829 0.402
C -1.312 -0.765 1.850
H 0.951 -2.300 0.060
H 1.646 -1.009 -1.017
H -0.358 1.976 -0.099
H -0.827 1.098 -1.408
H 0.977 2.317 -1.924
H 1.612 0.670 -1.848
H 2.063 1.624 -0.493
H -1.617 -1.746 0.051
H -2.192 -0.240 2.253
H -0.904 -1.673 2.324
H -0.640 0.016 2.223



# 2
17
Properties=species:S:1:pos:R:3 method="wB97M-V/def2-TZVPD" multiplicity=1 e_homo_ev=-7.01 e_lumo_ev=0.9 e_tot_ha=-251.69699
C 1.826 -0.908 -0.256
C 0.876 0.197 -0.792
C 0.180 0.464 1.368
C -0.777 1.464 0.909
N -0.445 0.395 -0.087
C -1.601 -0.470 -0.413
H 2.418 -0.587 0.607
H 1.293 -1.817 0.044
H 2.512 -1.196 -1.067
H 1.408 1.151 -0.772
H 0.626 -0.067 -1.820
H -0.301 -0.384 1.855
H -0.491 2.488 0.654
H -1.824 1.397 1.229
H -1.249 -1.336 -0.975
H -2.391 0.025 -1.005
H -2.060 -0.818 0.520



# 3
17
Properties=species:S:1:pos:R:3 method="wB97M-V/def2-TZVPD" multiplicity=1 e_homo_ev=-9.03 e_lumo_ev=0.9 e_tot_ha=-251.77872
C -0.105 -0.635 2.586
C 0.562 0.272 1.517
C -0.013 0.634 0.354
C 0.654 0.808 -0.914
C 0.212 -0.307 -1.891
N -1.322 -0.401 -2.123
H -1.220 -0.631 2.629
H 0.276 -1.679 2.532
H 0.238 -0.344 3.692
H 1.638 0.173 1.573
H -0.993 1.083 0.388
H 1.746 0.752 -0.781
H 0.323 1.842 -1.313
H 0.487 -0.209 -3.017
H 0.685 -1.287 -1.809
H -1.554 0.587 -2.245
H -1.613 -0.657 -1.178



# 4
17
Properties=species:S:1:pos:R:3 method="wB97M-V/def2-TZVPD" multiplicity=1 e_homo_ev=-7.95 e_lumo_ev=1.0 e_tot_ha=-251.73505
C 1.128 -2.777 -0.273
C 2.413 -2.691 0.077
C 3.312 -1.448 0.149
H 0.661 -3.654 -0.697
H 0.469 -1.837 -0.356
H 3.013 -3.412 0.411
H 4.356 -1.588 -0.103
H 2.925 -0.679 -0.542
H 3.349 -1.230 1.299
C -1.463 3.045 -0.495
C -2.069 1.842 -0.176
N -3.324 1.832 0.569
H -0.438 2.945 -0.597
H -1.974 4.009 -0.591
H -1.838 0.854 -0.605
H -3.601 2.807 0.853
H -3.574 1.127 1.259



# 5
17
Properties=species:S:1:pos:R:3 method="wB97M-V/def2-TZVPD" multiplicity=1 e_homo_ev=-8.90 e_lumo_ev=1.3 e_tot_ha=-251.81341
C -1.486 -0.754 0.736
C -0.589 0.322 0.112
C -1.141 0.790 -1.238
N 0.703 -0.278 -0.212
C 1.973 0.411 -0.213
C 1.700 -0.727 0.725
H -1.464 -1.657 0.114
H -1.151 -1.032 1.743
H -2.527 -0.415 0.816
H -0.526 1.186 0.809
H -1.126 -0.064 -1.926
H -0.486 1.557 -1.663
H -2.162 1.187 -1.182
H 2.051 1.427 0.205
H 2.571 0.289 -1.118
H 2.012 -1.749 0.511
H 1.646 -0.505 1.796



# 6
17
Properties=species:S:1:pos:R:3 method="wB97M-V/def2-TZVPD" multiplicity=1 e_homo_ev=-9.06 e_lumo_ev=1.3 e_tot_ha=-251.81620
C 2.190 -1.004 -0.093
C 1.392 0.268 -0.388
C 0.048 0.314 0.321
C -0.861 1.493 0.325
N -1.144 0.342 -0.505
C -2.265 -0.497 -0.137
H 2.520 -1.029 0.951
H 1.585 -1.898 -0.269
H 3.092 -1.076 -0.712
H 2.000 1.133 -0.110
H 1.197 0.370 -1.460
H 0.012 -0.292 1.232
H -0.591 2.405 -0.204
H -1.471 1.647 1.218
H -2.103 -1.505 -0.532
H -3.179 -0.094 -0.587
H -2.424 -0.578 0.952



# 7
17
Properties=species:S:1:pos:R:3 method="wB97M-V/def2-TZVPD" multiplicity=1 e_homo_ev=-8.24 e_lumo_ev=1.0 e_tot_ha=-251.73079
C -2.061 0.596 0.723
C -0.940 0.729 -0.074
N 0.050 1.759 -0.377
C -0.422 -0.469 -0.828
C 0.667 -1.269 -0.063
C 1.916 -0.618 0.593
H -2.186 1.049 1.693
H -2.945 0.118 0.335
H -0.075 2.565 0.264
H -0.863 1.767 -1.094
H -1.262 -1.080 -1.187
H 0.082 -0.188 -1.759
H 0.197 -2.030 0.640
H 1.128 -1.709 -0.955
H 2.741 -1.311 0.630
H 2.197 0.199 -0.087
H 1.774 -0.107 1.547



# 8
17
Properties=species:S:1:pos:R:3 method="wB97M-V/def2-TZVPD" multiplicity=1 e_homo_ev=-8.28 e_lumo_ev=1.2 e_tot_ha=-251.79968
C -2.685 -0.947 -0.988
C -1.595 -0.518 -0.339
C -0.447 0.144 -1.024
C 0.862 -0.191 -0.276
N 0.976 0.518 1.016
C 2.331 0.894 1.380
H -2.679 -0.657 -2.036
H -3.378 -1.705 -0.663
H -1.460 -0.605 0.730
H -0.541 1.240 -0.994
H -0.348 -0.149 -2.069
H 1.717 0.023 -0.916
H 0.822 -1.256 -0.033
H 0.230 0.219 1.616
H 2.968 0.017 1.293
H 2.708 1.709 0.756
H 2.245 1.327 2.379